No. 1
ORCA calculation (the ωB97M-V functional and the def2-TZVPD basis) on a structure of composition C24H20BrN3O5Os at a distorted geometry.

```
54
Properties=species:S:1:pos:R:3:mulliken_charge:R:1
Os 0.1590 -0.1491 0.3287 2.099
O 2.1203 0.1248 0.4581 -0.877
C 3.0717 -0.7034 0.0900 0.384
C 4.3964 -0.2398 0.1943 -0.687
C 5.4656 -1.0334 -0.1513 -0.460
C 5.2609 -2.3306 -0.6232 -0.728
C 3.9720 -2.7951 -0.7384 -0.788
C 2.8591 -2.0094 -0.3944 0.637
C 1.5612 -2.6034 -0.5791 -0.035
N 0.4406 -2.0140 -0.3925 0.695
N -0.6737 -2.7623 -0.6663 -1.068
C -1.7189 -2.0028 -0.6621 0.450
O -1.6661 -0.7300 -0.4297 -1.017
C -3.0446 -2.6088 -0.9212 0.552
C -3.1922 -3.9949 -0.9389 -0.365
C -4.4406 -4.5569 -1.1501 -0.641
C -5.5482 -3.7422 -1.3471 -0.360
C -5.4032 -2.3621 -1.3342 -0.676
C -4.1564 -1.7947 -1.1191 -0.270
H 4.5394 0.7712 0.5576 0.440
H 6.4723 -0.6449 -0.0557 0.381
H 6.0994 -2.9568 -0.8980 0.389
H 3.7904 -3.7982 -1.1112 0.341
H 1.5104 -3.6303 -0.9201 0.399
H -2.3208 -4.6164 -0.7855 0.423
H -4.5514 -5.6346 -1.1596 0.380
H -6.5238 -4.1842 -1.5117 0.381
H -6.2644 -1.7240 -1.4943 0.392
H -4.0312 -0.7184 -1.1129 0.418
N -0.2411 0.2031 3.8494 -0.285
C -0.8711 -0.4079 2.8449 0.384
O -0.3130 -1.2056 2.1054 -0.735
C -2.2929 -0.0942 2.5022 -0.443
C -2.0099 0.9103 1.5063 -0.865
H 0.7635 0.1391 3.8884 0.263
H -0.7033 0.9107 4.3918 0.213
H -2.8313 0.2382 3.3930 0.465
H -2.7829 -0.9649 2.0811 0.111
H -1.7182 1.8919 1.8379 0.363
H -2.1624 0.7299 0.4620 0.583
Br 2.4538 7.9297 -1.5707 -0.186
C 1.8107 6.2019 -1.1351 0.097
C 1.6662 5.8501 0.1985 -0.590
C 1.2056 4.5829 0.5135 -0.333
C 0.8913 3.6822 -0.4983 0.037
C 1.0409 4.0520 -1.8301 -0.352
C 1.5010 5.3175 -2.1554 -0.522
C 0.4455 2.3091 -0.1678 0.980
O 0.3116 1.9020 1.0254 -0.900
O 0.2213 1.4789 -1.1038 -0.818
H 1.9158 6.5587 0.9763 0.418
H 1.0944 4.2779 1.5463 0.442
H 0.7987 3.3365 -2.6047 0.464
H 1.6229 5.6146 -3.1882 0.422
```

Summary:
**Net charge**: 0
**Energy above the lowest of the compared OMol25 structures with the same formula, charge and spin**: 122.2 kJ/mol



No. 2
ORCA calculation (the ωB97M-V functional and the def2-TZVPD basis) on a cluster of 2 separate species, CH4N2O in total at a distorted geometry.

```
8
Properties=species:S:1:pos:R:3:mulliken_charge:R:1
C -0.3756 -0.8385 0.1735 -0.568
N -0.0294 1.0465 -1.1323 -0.522
N 0.2079 0.4236 -0.1194 0.322
O 1.6384 0.9582 1.3006 -0.333
H -0.6163 -0.9408 1.2423 0.238
H -1.3296 -0.8090 -0.3461 0.303
H 0.2061 -1.8300 -0.1553 0.270
H 0.2984 1.9900 -0.9632 0.290
```

Summary:
**Net charge**: 0
**Energy above the lowest of the compared OMol25 structures with the same formula, charge and spin**: 749.7 kJ/mol



No. 3
ORCA calculation (the ωB97M-V functional and the def2-TZVPD basis) on a cluster of 12 separate species, C36H60Br12O18 in total at a distorted geometry.

```
126
Properties=species:S:1:pos:R:3:mulliken_charge:R:1
C -19.9597 -18.1065 17.7320 0.530
C -21.2346 -18.6855 17.1279 -0.169
C -21.3404 -18.8817 15.5597 0.365
O -21.3701 -20.2843 15.4166 -0.322
C -21.4082 -20.8923 16.5420 0.543
O -21.4299 -22.1012 16.6749 -0.573
O -21.4064 -19.9936 17.5803 -0.228
H -19.0395 -18.6259 17.4641 -0.704
H -20.0406 -18.0099 18.8140 -0.227
H -19.8658 -17.1031 17.3146 0.461
H -22.1844 -18.2233 17.3983 0.375
H -20.4429 -18.4952 15.0761 -0.398
H -22.2095 -18.3701 15.1475 0.324
C -12.7462 -13.5276 17.1568 -0.957
C -13.7276 -12.6459 16.3511 0.342
C -14.6869 -13.4726 15.4421 -0.190
O -15.9331 -12.9331 15.7939 -0.147
C -15.8220 -12.2785 16.9542 0.399
O -16.7568 -12.0288 17.7048 -0.454
O -14.5480 -11.8820 17.1810 -0.306
H -12.0380 -13.9368 16.4364 0.432
H -13.3096 -14.3360 17.6227 -0.075
H -12.3021 -12.8511 17.8864 0.401
H -13.1526 -11.9902 15.6966 0.286
H -14.6915 -14.5399 15.6693 -0.149
H -14.4567 -13.3644 14.3824 0.412
C -17.8379 -17.4255 13.7922 -1.066
C -17.2285 -16.6105 12.6751 0.381
C -16.0633 -15.6889 13.1485 -0.167
O -15.0303 -15.9062 12.1613 -0.377
C -15.2800 -17.0094 11.5057 0.685
O -14.5668 -17.5193 10.6566 -0.620
O -16.4611 -17.4909 11.8333 -0.392
H -18.5235 -18.1161 13.2992 0.482
H -18.4461 -16.7987 14.4440 0.385
H -17.1362 -18.0598 14.3320 -0.183
H -18.0219 -16.1321 12.1012 0.388
H -15.6560 -15.9019 14.1359 -0.108
H -16.4215 -14.6667 13.0280 0.435
C -13.8340 -22.0166 13.4319 -1.431
C -13.5413 -20.7233 14.2006 0.475
C -14.8050 -19.8338 14.3595 -0.370
O -14.9670 -19.6681 15.7528 0.392
C -14.1589 -20.4616 16.4285 0.333
O -14.2029 -20.6508 17.6611 -0.581
O -13.2988 -21.0699 15.5372 -0.375
H -14.5414 -22.7249 13.8632 0.334
H -12.9086 -22.5574 13.2343 0.378
H -14.2865 -21.7845 12.4670 0.403
H -12.7350 -20.1190 13.7852 0.346
H -15.6391 -20.4675 14.0551 0.157
H -14.8356 -18.9546 13.7174 -0.118
C -18.8687 -21.3868 19.4350 -1.251
C -19.2797 -21.1768 20.8880 1.081
C -20.3311 -20.1025 21.0573 1.285
O -21.2891 -20.7671 21.8681 -0.413
C -20.9660 -21.9865 22.1244 0.527
O -21.5895 -22.7579 22.8707 -0.641
O -19.9632 -22.3495 21.3364 -0.450
H -18.6519 -20.4142 18.9925 0.005
H -19.6840 -21.7794 18.8267 0.384
H -18.0190 -22.0553 19.2978 0.474
H -18.4447 -20.9133 21.5379 -0.205
H -20.7721 -19.9115 20.0787 -0.352
H -19.9232 -19.1921 21.4963 -0.440
C -11.6873 -16.9579 19.3411 -1.596
C -12.2207 -18.2810 19.8272 1.302
C -11.1036 -19.0211 20.6391 -0.371
O -11.6912 -19.2578 21.8826 -0.345
C -12.9176 -18.7907 21.9495 0.479
O -13.6770 -18.8404 22.9223 -0.544
O -13.1898 -18.0870 20.8327 -0.091
H -10.8030 -17.0191 18.7064 0.415
H -11.5014 -16.2616 20.1587 0.433
H -12.4462 -16.5383 18.6794 0.118
H -12.6731 -18.8371 19.0058 -0.404
H -10.2928 -18.2951 20.6966 0.292
H -10.7994 -19.9140 20.0939 0.339
Br -18.2135 -12.6807 21.5181 -0.125
C -16.3741 -13.3627 21.9008 -0.309
C -15.5694 -13.3368 20.5719 -0.223
Br -13.7699 -14.0272 20.6511 -0.153
H -16.4861 -14.3894 22.2495 -0.007
H -15.9396 -12.8487 22.7573 0.488
H -15.4386 -12.3109 20.2293 0.433
H -16.1564 -13.8404 19.8043 -0.092
Br -18.3352 -25.0633 13.8991 -0.180
C -18.7411 -23.2587 14.7222 -0.768
C -17.5018 -22.7209 15.3467 -0.575
Br -17.8760 -20.9814 16.1603 -0.026
H -19.6845 -23.3076 15.2661 0.404
H -19.0942 -22.5487 13.9732 0.416
H -16.7524 -22.5455 14.5758 0.198
H -17.0869 -23.3825 16.1063 0.507
Br -17.0460 -21.4422 24.3084 -0.168
C -16.6017 -19.4917 24.1641 -0.205
C -17.6710 -18.4390 24.6307 -0.280
Br -17.0374 -16.6157 24.3844 -0.142
H -16.2772 -19.2772 23.1466 -0.250
H -15.7331 -19.2494 24.7761 0.461
H -17.9610 -18.6679 25.6555 0.453
H -18.5607 -18.4411 24.0017 0.036
Br -19.0692 -16.6021 21.1926 0.140
C -20.9423 -15.9920 21.2423 -0.431
C -21.4780 -15.5773 22.6161 -0.645
Br -23.4479 -15.4580 22.7570 -0.167
H -21.5015 -16.8330 20.8326 0.482
H -21.0677 -15.1856 20.5206 0.033
H -21.0815 -14.5965 22.8767 0.337
H -21.1172 -16.2867 23.3602 0.345
Br -16.0786 -18.8351 20.4486 -0.103
C -16.1317 -18.2913 18.6204 0.687
C -16.6771 -16.8170 18.5775 0.168
Br -16.4492 -16.1833 16.6971 0.016
H -16.6259 -19.0616 18.0306 -0.356
H -15.0738 -18.2393 18.3660 0.055
H -16.1508 -16.1325 19.2415 0.357
H -17.7458 -16.7018 18.7526 -0.650
Br -21.6104 -10.3869 19.0213 -0.203
C -20.1628 -11.6538 18.4298 -0.686
C -20.4667 -13.0285 19.0874 -0.923
Br -19.2436 -14.3577 18.3677 0.111
H -19.1744 -11.2661 18.6733 0.316
H -20.2122 -11.7708 17.3478 0.471
H -21.4603 -13.3621 18.7891 0.576
H -20.5064 -12.9340 20.1719 0.386
```

Summary:
**SMILES**: C[C@H]1COC(=O)O1.C[C@H]1COC(=O)O1.C[C@H]1COC(=O)O1.C[C@H]1COC(=O)O1.C[C@H]1COC(=O)O1.C[C@H]1COC(=O)O1.BrCCBr.BrCCBr.BrCCBr.BrCCBr.BrCCBr.BrCCBr
**Net charge**: 0
**Energy above the lowest of the compared OMol25 structures with the same formula, charge and spin**: 246.7 kJ/mol



No. 4
ORCA calculation (the ωB97M-V functional and the def2-TZVPD basis) on an isolated molecule of C6H12O at a distorted geometry.

```
19
Properties=species:S:1:pos:R:3:mulliken_charge:R:1
C 1.2421 -2.5337 -1.2471 -0.724
C 0.6284 -1.9046 -0.2553 -0.215
C 0.9971 -0.5874 0.3359 -0.615
C 0.6090 0.6173 -0.5447 -0.838
C -0.8867 0.9185 -0.3829 -0.508
C -1.1191 1.7424 0.8836 -0.452
O -2.1941 1.0574 1.6610 -0.546
H 2.0423 -2.1692 -1.8798 0.267
H 0.9918 -3.5574 -1.5039 0.261
H -0.2269 -2.3415 0.2544 0.315
H 2.0841 -0.4923 0.5054 0.359
H 0.7350 -0.4834 1.3955 0.332
H 0.9710 0.4470 -1.5648 0.409
H 1.2889 1.4587 -0.3360 0.402
H -1.4260 -0.0177 -0.4864 0.342
H -1.2284 1.5998 -1.1717 0.278
H -1.6423 2.6708 0.6707 0.395
H -0.2322 1.8158 1.5096 0.244
H -2.6339 1.7594 2.1567 0.293
```

Summary:
**SMILES**: C=CCCCCO
**Net charge**: 0
**Energy above the lowest of the compared OMol25 structures with the same formula, charge and spin**: 190.6 kJ/mol



- Among the records above, which one has the lowest energy above the lowest of the compared OMol25 structures with the same formula, charge and spin?
  C24H20BrN3O5Os



- energy above the lowest of the compared OMol25 structures with the same formula, charge and spin of number 1 (C24H20BrN3O5Os)?
  122.2 kJ/mol